1.
The following is a DFT calculation (ωB97M-V with the def2-TZVPD basis set) of a 10-piece molecular cluster, C46H122N10O13 overall.

Structure (ORCA input):
```
! RIJCOSX wB97M-V def2-TZVPD def2/J DEFGRID3
* xyz 0 1
C -3.65 2.23 -0.12
O -2.71 1.21 0.05
C -1.45 1.85 0.48
C -0.38 0.76 0.64
N 0.89 1.33 1.14
C 1.93 0.30 1.60
C 2.64 -0.49 0.44
O 1.69 -1.33 -0.04
C 2.01 -2.03 -1.22
H -3.66 2.90 0.73
H -4.63 1.74 -0.11
H -3.49 2.73 -1.07
H -1.59 2.34 1.45
H -1.25 2.64 -0.25
H -0.24 0.36 -0.37
H -0.73 -0.02 1.31
H 0.84 2.06 1.83
H 1.41 -0.31 2.34
H 2.67 0.82 2.21
H 3.47 -1.01 0.92
H 2.92 0.15 -0.40
H 1.23 -2.76 -1.44
H 2.87 -2.70 -1.17
H 2.04 -1.29 -2.02
C 2.06 1.66 -6.45
O 1.43 1.41 -5.20
C 1.77 2.38 -4.15
C 1.18 1.95 -2.73
N 1.65 2.83 -1.61
C 0.91 4.10 -1.54
C 1.23 4.85 -0.25
O 0.80 4.02 0.82
C 1.37 4.47 2.08
H 1.71 0.90 -7.15
H 3.14 1.71 -6.47
H 1.79 2.64 -6.84
H 1.33 3.34 -4.41
H 2.85 2.40 -4.04
H 1.60 0.98 -2.48
H 0.11 1.80 -2.66
H 1.40 2.48 -0.69
H -0.17 3.98 -1.54
H 1.21 4.71 -2.39
H 0.67 5.79 -0.19
H 2.30 5.01 -0.15
H 0.93 5.45 2.28
H 2.45 4.39 2.04
H 1.02 3.69 2.75
C -10.19 7.84 2.56
O -10.12 6.45 2.24
C -8.98 5.75 2.69
C -7.82 5.84 1.71
N -7.98 5.01 0.53
C -7.35 3.65 0.68
C -8.44 2.71 1.42
O -9.76 2.85 0.98
C -10.00 2.27 -0.32
H -11.20 8.25 2.67
H -9.65 8.47 1.85
H -9.76 7.92 3.56
H -9.34 4.78 3.03
H -8.67 6.20 3.64
H -6.95 5.47 2.24
H -7.63 6.87 1.38
H -8.95 4.75 0.57
H -6.37 3.56 1.14
H -7.23 3.32 -0.35
H -8.48 2.79 2.51
H -8.06 1.69 1.40
H -10.07 1.18 -0.26
H -9.28 2.46 -1.11
H -10.98 2.65 -0.61
C 5.49 1.26 3.87
C 5.41 -0.23 4.10
C 6.68 -1.08 4.28
O 7.72 -0.77 3.29
C 7.36 -0.91 1.91
N 4.44 -0.36 5.14
H 4.52 1.74 3.89
H 5.83 1.51 2.87
H 6.19 1.65 4.62
H 4.91 -0.64 3.21
H 6.32 -2.10 4.19
H 7.17 -1.05 5.26
H 8.28 -1.03 1.35
H 6.70 -0.21 1.39
H 6.86 -1.87 1.91
H 4.81 -0.05 6.03
H 4.27 -1.32 5.42
C 2.43 -2.25 7.08
C 2.97 -3.30 6.01
C 2.42 -3.04 4.56
O 1.05 -3.44 4.44
C 0.65 -3.36 3.03
N 4.40 -3.27 5.90
H 2.88 -2.39 8.06
H 1.35 -2.39 7.08
H 2.72 -1.22 6.85
H 2.63 -4.29 6.32
H 3.00 -3.66 3.87
H 2.55 -2.01 4.23
H -0.27 -3.87 2.75
H 1.47 -3.62 2.36
H 0.49 -2.32 2.73
H 4.72 -4.03 5.31
H 4.60 -3.66 6.81
C -0.93 -6.36 0.77
C -1.32 -5.46 -0.38
C -1.72 -4.04 0.15
O -2.42 -3.43 -0.97
C -1.91 -2.10 -1.19
N -0.19 -5.40 -1.35
H -1.69 -6.41 1.55
H -0.07 -6.03 1.35
H -0.68 -7.38 0.46
H -2.22 -5.88 -0.83
H -0.83 -3.51 0.47
H -2.36 -4.21 1.02
H -2.66 -1.46 -1.64
H -1.06 -2.16 -1.87
H -1.73 -1.56 -0.26
H -0.41 -4.84 -2.17
H 0.15 -6.28 -1.70
C -0.50 0.03 4.68
C -1.53 1.18 4.54
C -3.01 0.68 4.13
O -3.05 0.00 2.86
C -4.36 -0.50 2.54
N -1.62 2.07 5.67
H 0.53 0.34 4.84
H -0.39 -0.58 3.78
H -0.81 -0.70 5.43
H -1.14 1.67 3.66
H -3.76 1.47 4.16
H -3.35 -0.01 4.91
H -4.70 -1.38 3.08
H -4.32 -0.81 1.50
H -5.07 0.32 2.69
H -1.00 1.83 6.43
H -2.56 2.10 6.03
C 6.10 -3.25 -0.89
C 5.75 -4.16 -2.06
C 6.92 -4.42 -3.01
O 7.13 -3.21 -3.68
C 8.37 -3.02 -4.25
N 5.35 -5.44 -1.55
H 6.70 -2.39 -1.19
H 6.67 -3.76 -0.11
H 5.17 -2.93 -0.43
H 4.96 -3.71 -2.66
H 6.66 -5.20 -3.72
H 7.76 -4.86 -2.46
H 9.16 -3.03 -3.51
H 8.47 -2.01 -4.66
H 8.55 -3.72 -5.07
H 4.77 -5.21 -0.76
H 4.77 -5.77 -2.30
C 3.56 -4.24 -5.63
C 2.63 -3.51 -4.66
C 1.33 -2.97 -5.24
O 0.47 -2.31 -4.25
C -0.39 -1.46 -4.95
N 2.30 -4.41 -3.58
H 3.05 -5.13 -6.00
H 4.53 -4.53 -5.23
H 3.57 -3.62 -6.52
H 3.18 -2.67 -4.22
H 0.77 -3.81 -5.65
H 1.46 -2.35 -6.13
H -0.95 -0.76 -4.34
H -1.19 -1.98 -5.49
H 0.15 -0.78 -5.61
H 1.99 -5.30 -3.96
H 1.48 -4.06 -3.12
C -1.53 4.25 -4.30
C -1.74 3.08 -5.29
C -2.34 1.79 -4.51
O -3.69 2.18 -4.15
C -4.46 1.10 -3.66
N -2.65 3.47 -6.36
H -2.41 4.44 -3.69
H -1.12 5.20 -4.65
H -0.86 3.96 -3.48
H -0.82 2.83 -5.82
H -1.79 1.59 -3.59
H -2.31 0.84 -5.05
H -4.05 0.57 -2.80
H -4.72 0.42 -4.47
H -5.37 1.52 -3.24
H -2.36 4.38 -6.69
H -3.56 3.63 -5.96
*
```

The calculation puts the LUMO energy at 0.56 eV. For the energy above the lowest of the compared OMol25 structures with the same formula, charge and spin, the calculation gives 5.1496 eV. The gap between HOMO and LUMO comes out at 8.864 eV. The highest occupied orbital energy comes out at -8.307 eV.

2.
The following is a DFT calculation (ωB97M-V with the def2-TZVPD basis set) of C19H18Cl2N3O2S3Tl as an isolated structure.

Structure (ORCA input):
```
! RIJCOSX wB97M-V def2-TZVPD def2/J DEFGRID3
* xyz 2 1
Tl 0.82 -0.54 0.71
C 4.38 1.29 1.02
C 4.52 -0.14 0.64
N 3.53 -0.98 0.46
C 4.00 -2.25 0.18
C 5.36 -2.35 0.14
S 6.08 -0.84 0.46
C 3.08 -3.37 -0.01
C 3.45 -4.67 -0.17
S 2.08 -5.66 -0.28
C 1.06 -4.29 -0.10
N 1.71 -3.16 0.02
C -0.42 -4.43 -0.11
H 3.38 1.63 0.77
H 5.11 1.91 0.50
H 4.54 1.42 2.09
H 5.96 -3.23 -0.06
H 4.44 -5.08 -0.20
H -0.71 -5.48 -0.12
H -0.84 -3.95 -0.98
H -0.85 -3.97 0.78
Cl -4.44 -3.34 -0.20
C -4.47 -1.70 0.07
C -5.63 -0.99 0.14
C -5.60 0.40 0.37
Cl -7.07 1.19 0.38
C -4.39 1.15 0.59
C -4.36 2.51 0.88
C -3.14 3.11 1.13
C -1.99 2.34 1.07
N -2.00 1.03 0.77
C -3.16 0.46 0.54
C -3.12 -1.00 0.21
O -2.10 -1.61 0.03
H -6.58 -1.49 0.01
H -5.28 3.08 0.93
H -3.08 4.17 1.37
H -1.01 2.76 1.27
C 1.08 4.61 -0.71
S 1.49 3.01 -1.39
C 0.19 2.93 -2.62
O 1.13 1.99 -0.32
H 0.02 4.68 -0.48
H 1.36 5.38 -1.43
H 1.68 4.74 0.19
H 0.31 3.75 -3.32
H -0.78 2.99 -2.11
H 0.28 1.98 -3.14
*
```

The calculation puts the LUMO energy at -9.44 eV. For the energy above the lowest of the compared OMol25 structures with the same formula, charge and spin, the calculation gives 0.0000 eV. The gap between HOMO and LUMO comes out at 3.119 eV. The highest occupied orbital energy comes out at -12.559 eV.

3.
The following is a DFT calculation (ωB97M-V with the def2-TZVPD basis set) of B4CoF16 as an isolated structure.

Structure (ORCA input):
```
! RIJCOSX wB97M-V def2-TZVPD def2/J DEFGRID3
* xyz -1 5
Co 0.06 -0.06 0.21
B 2.44 0.74 0.28
F 2.07 -0.54 0.58
F 2.79 0.76 -1.08
F 1.36 1.48 0.51
F 3.36 1.18 1.12
B -0.36 -1.07 2.55
F -0.26 0.28 2.21
F -0.23 -1.72 1.30
F 0.61 -1.50 3.34
F -1.60 -1.23 3.10
B -1.40 1.93 -0.92
F -1.20 3.23 -0.75
F -2.46 1.66 -1.78
F -0.31 1.23 -1.50
F -1.55 1.26 0.22
B -0.71 -1.52 -1.91
F 0.52 -1.07 -1.62
F -0.98 -1.18 -3.20
F -0.63 -2.85 -1.78
F -1.50 -1.01 -0.88
*
```

The calculation puts the LUMO energy (alpha / beta) at 3.02 / -3.18 eV. The gap between HOMO and LUMO (alpha / beta) comes out at 13.135 / 6.924 eV. The highest occupied orbital energy (alpha / beta) comes out at -10.119 / -10.102 eV.

Number 1: E -91187.030 eV. Number 2: E -90789.488 eV. Number 3: E -83836.575 eV.